Entry P
Computed, not measured: 2 unconnected molecules or ions with the total composition CH2N2O2S2, with ωB97M-V with the def2-TZVPD basis set.

```
9
Properties=species:S:1:pos:R:3
C -0.3106 -0.0747 -0.8739
N 1.3031 0.5644 2.1974
N 1.5880 -0.5176 1.9586
O 2.1226 -1.3328 1.2808
O 0.7798 1.3685 2.9034
S -1.6039 -1.1108 -0.7212
S -0.1645 1.0433 -2.0993
H -2.4355 -0.8300 -1.7683
H -1.2789 0.8896 -2.8775
```

The lowest unoccupied orbital energy is -0.2 eV. The gap between HOMO and LUMO comes out at 9.32 eV. As for the HOMO energy: -0.351 hartree. The spin multiplicity is 1. The calculation puts the molar mass at 138.2 g mol⁻¹.

Entry Q
Computed, not measured: a molecular structure, CH2N2O2S2, with ωB97M-V with the def2-TZVPD basis set.

```
9
Properties=species:S:1:pos:R:3
C -1.2153 1.1962 -0.0553
N -1.2579 2.0507 -0.8247
N 1.1912 0.1561 -0.1422
O -1.1805 0.1782 0.7061
O 0.2572 -1.6858 1.2638
S -0.7802 -1.8392 -1.4215
S -0.0739 -0.8858 0.1198
H 2.1190 -0.2279 0.2241
H 0.9404 1.0575 0.1299
```

The lowest unoccupied orbital energy is -0.1 eV. The gap between HOMO and LUMO comes out at 9.98 eV. As for the HOMO energy: -0.370 hartree. The spin multiplicity is 1. The calculation puts the molar mass at 138.2 g mol⁻¹.

Quick one: least stable of them? entry P

Entry P
Computed, not measured: C3H10N2O2 in the gas phase, with ωB97M-V with the def2-TZVPD basis set.

```
17
Properties=species:S:1:pos:R:3
C 0.7697 -1.5517 0.2743
C 0.9411 0.9080 0.6527
C 0.0641 -0.1646 -0.1745
N -2.1636 0.8052 -0.3002
N -1.3187 -0.2353 0.2547
O 2.1126 1.1485 -0.0703
O 0.2427 0.1513 -1.5398
H 1.7491 -1.4421 0.6507
H 0.2154 -1.9011 1.2512
H 0.6784 -2.2258 -0.5495
H 1.1908 0.5837 1.6894
H 0.3938 1.8480 0.7882
H -1.5702 1.7018 -0.2785
H -3.0070 0.9490 0.3118
H -1.7570 -1.0420 -0.0671
H 1.8686 0.8260 -0.9309
H -0.4098 -0.3587 -1.9623
```

The lowest unoccupied orbital energy is 0.8 eV. As for the SMILES: C[C@](O)(CO)NN. The gap between HOMO and LUMO comes out at 9.41 eV. As for the HOMO energy: -0.316 hartree. The spin multiplicity is 1. The calculation puts the molar mass at 106.1 g mol⁻¹.

Entry Q
Computed, not measured: C3H10N2O2 in the gas phase, with ωB97M-V with the def2-TZVPD basis set.

```
17
Properties=species:S:1:pos:R:3
C 0.5952 -0.3083 -0.2997
C 0.5159 1.1561 0.0261
C 1.9239 -0.9296 0.0980
N -0.7981 1.9908 -0.3294
N -1.7420 -1.3039 -0.0461
O -0.4522 -1.1228 0.4912
O -2.0493 1.3782 0.0582
H -2.1149 0.6372 -0.5844
H -0.8096 2.8217 0.2679
H 0.3851 -0.5081 -1.3554
H -1.7611 -2.3187 -0.1882
H -2.4995 -1.1583 0.6240
H 1.2823 1.7086 -0.5246
H 0.6458 1.3562 1.0934
H 2.6523 -0.9026 -0.7173
H 2.3885 -0.5134 0.9987
H 1.8377 -1.9830 0.3876
```

The lowest unoccupied orbital energy is 1.1 eV. As for the SMILES: C[C@H](CNO)ON. The gap between HOMO and LUMO comes out at 9.54 eV. As for the HOMO energy: -0.311 hartree. The spin multiplicity is 1. The calculation puts the molar mass at 106.1 g mol⁻¹.

Quick one: least stable of them? entry Q

Entry P
Computed, not measured: 2 unconnected molecules or ions with the total composition C3H10N2O2, with ωB97M-V with the def2-TZVPD basis set.

```
17
Properties=species:S:1:pos:R:3
C -0.6170 -1.4989 0.8922
N -0.3603 -0.4964 0.0140
C 0.8407 -0.4664 -0.7890
C 1.3998 0.9287 -0.9931
N 2.7488 0.8072 -1.5658
O -1.3933 -1.4079 1.8204
H -0.0679 -2.4238 0.6413
H -1.0218 0.2596 0.1741
H 1.6062 -1.0452 -0.2929
H 0.7244 -0.9243 -1.7818
H 1.5137 1.4067 -0.0227
H 0.7107 1.4934 -1.6048
H 3.4222 1.1993 -0.9279
H 2.8466 1.2241 -2.4787
H -2.7264 0.6852 1.2301
H -2.5035 2.2020 1.0500
O -2.5588 1.3720 0.5696
```

The lowest unoccupied orbital energy is 0.8 eV. As for the SMILES: NCCNC=O.O. The gap between HOMO and LUMO comes out at 10.14 eV. As for the HOMO energy: -0.343 hartree. The spin multiplicity is 1. The calculation puts the molar mass at 106.1 g mol⁻¹.

Entry Q
Computed, not measured: 2 unconnected molecules or ions with the total composition C3H10N2O2, with ωB97M-V with the def2-TZVPD basis set.

```
17
Properties=species:S:1:pos:R:3
C 0.9365 1.2834 -0.3619
N 0.6795 -0.0529 0.1736
C -0.3373 -0.8473 -0.3833
N 0.0503 -1.6596 -1.3947
O -1.4568 -0.8369 0.1069
C -0.2824 2.1954 -0.3706
H 1.7368 1.7158 0.2496
H 1.4761 1.1958 -1.3113
H 0.6013 -0.0520 1.1786
H -0.5789 -1.9068 -2.1190
H 0.9625 -2.0765 -1.4033
H -0.9426 1.9748 -1.2138
H -0.8907 1.9782 0.4973
H 0.0011 3.2274 -0.3890
H -1.0159 -2.1641 1.5611
H -0.6412 -1.7585 2.9782
O -0.2983 -2.2164 2.2015
```

The lowest unoccupied orbital energy is 0.9 eV. As for the SMILES: CCNC(N)=O.O. The gap between HOMO and LUMO comes out at 10.03 eV. As for the HOMO energy: -0.337 hartree. The spin multiplicity is 1. The calculation puts the molar mass at 106.1 g mol⁻¹.

Entry R
Computed, not measured: 2 unconnected molecules or ions with the total composition C3H10N2O2, with ωB97M-V with the def2-TZVPD basis set.

```
17
Properties=species:S:1:pos:R:3
N -1.2862 -1.1970 -0.5936
C -1.3223 -0.4358 0.6839
C -0.0054 -0.0581 1.2278
N 0.4931 0.9846 0.4497
C 1.7197 1.4634 0.9908
O 0.4742 -0.4472 2.2995
H -0.7110 -1.9814 -0.4482
H -2.2092 -1.6079 -0.6749
H -1.8747 0.4768 0.4208
H -1.7738 -1.1496 1.3677
H 0.4010 1.1093 -0.5398
H 2.4771 0.7026 0.9181
H 1.9070 2.4847 0.7493
H 1.6105 1.4763 2.1093
H -0.2303 -0.3223 -3.6236
H -0.0595 -0.6175 -2.2342
O 0.3897 -0.8810 -3.1027
```

The lowest unoccupied orbital energy is 0.6 eV. As for the SMILES: CNC(=O)CN.O. The gap between HOMO and LUMO comes out at 10.46 eV. As for the HOMO energy: -0.362 hartree. The spin multiplicity is 1. The calculation puts the molar mass at 106.1 g mol⁻¹.

Entry S
Computed, not measured: 2 unconnected molecules or ions with the total composition C3H10N2O2, with ωB97M-V with the def2-TZVPD basis set.

```
17
Properties=species:S:1:pos:R:3
C -1.6571 -1.8395 0.3602
C -1.0980 -0.3688 -1.4323
N -0.6919 -0.8357 -0.1018
N 0.5788 -1.3212 -0.1137
O 1.1580 -1.0458 0.9294
H -1.7044 -2.7076 -0.3094
H -1.0598 -1.1586 -2.1923
H -2.1128 0.0452 -1.4065
H -1.3944 -2.2077 1.3595
H -2.6629 -1.4110 0.4371
H -0.4539 0.4539 -1.7621
C 2.1204 2.2838 0.8399
O 1.1468 1.8730 -0.0969
H 0.6942 1.0479 0.2572
H 2.5966 3.2023 0.4855
H 2.8912 1.5122 0.9378
H 1.6490 2.4775 1.8083
```

The lowest unoccupied orbital energy is -0.4 eV. As for the SMILES: CN(C)N=O.CO. The gap between HOMO and LUMO comes out at 9.20 eV. As for the HOMO energy: -0.353 hartree. The spin multiplicity is 1. The calculation puts the molar mass at 106.1 g mol⁻¹.

Quick one: least stable of them? entry S

Entry P
Computed, not measured: 2 unconnected molecules or ions with the total composition C3H10N2O2, with ωB97M-V with the def2-TZVPD basis set.

```
17
Properties=species:S:1:pos:R:3
O -1.6019 3.0080 0.5780
C -0.6725 2.2487 0.6025
C -0.2914 1.1739 -0.3806
N 0.1000 -0.0949 0.2127
C -0.7425 -1.2688 -0.1582
N -0.2642 -2.5164 0.3328
H 0.0818 2.3816 1.4162
H -1.0630 1.1442 -1.1622
H 0.5204 1.6014 -1.0000
H -0.0816 0.0714 1.1959
H -0.8214 -1.2446 -1.2448
H -1.7372 -1.0525 0.2541
H 0.1848 -3.0826 -0.3543
H 0.4447 -2.4144 1.0499
H 3.5393 -1.4161 -0.7846
H 2.1131 -1.0715 -1.2904
O 2.6496 -1.7652 -0.8842
```

The lowest unoccupied orbital energy is 0.6 eV. As for the SMILES: NCNCC=O.O. The gap between HOMO and LUMO comes out at 9.89 eV. As for the HOMO energy: -0.341 hartree. The spin multiplicity is 1. The calculation puts the molar mass at 106.1 g mol⁻¹.

Entry Q
Computed, not measured: 3 unconnected molecules or ions with the total composition C3H10N2O2, with ωB97M-V with the def2-TZVPD basis set.

```
17
Properties=species:S:1:pos:R:3
C 1.4251 0.6657 -1.0824
N 0.9312 -0.6662 -1.1783
C 0.1101 -0.9760 -0.0605
C -1.3303 -0.7704 -0.4230
N -2.1587 -0.8979 0.5914
O -1.6186 -0.5472 -1.6103
H 0.6667 1.4161 -1.0717
H 1.9912 0.6899 -0.1899
H 2.0722 0.8904 -1.9214
H 0.3395 -0.7296 -1.9848
H 0.1326 -1.9975 0.3321
H 0.5112 -0.3020 0.8290
H -1.2189 1.4530 2.0620
H -1.4299 1.3404 1.3616
H -3.0332 -0.3854 0.4012
H 1.3979 0.2325 2.4129
O 1.2117 0.5842 1.5321
```

The lowest unoccupied orbital energy is -4.2 eV. The gap between HOMO and LUMO comes out at 5.30 eV. As for the HOMO energy: -0.348 hartree. The spin multiplicity is 1. The calculation puts the molar mass at 106.1 g mol⁻¹.

Quick one: least stable of them? entry Q

Entry P
Computed, not measured: a molecular structure, C2H2S3, with ωB97M-V with the def2-TZVPD basis set.

```
7
Properties=species:S:1:pos:R:3
C 0.9850 -0.0940 -0.1466
C -2.2505 0.0621 0.0713
S 0.4459 1.3348 -0.0057
S -3.6600 0.8220 -0.0246
S -1.6342 -1.4380 -0.0274
H 1.7414 -0.7884 -0.0334
H -1.2824 0.8650 -0.0779
```

The lowest unoccupied orbital energy (spin up / spin down) is -1.7 / -1.7 eV. The gap between HOMO and LUMO (spin up / spin down) comes out at 6.30 / 6.30 eV. As for the HOMO energy (spin up / spin down): -0.295 / -0.295 hartree. The spin multiplicity is 1. The calculation puts the molar mass at 122.2 g mol⁻¹.

Entry Q
Computed, not measured: C2H2S3 in the gas phase, with ωB97M-V with the def2-TZVPD basis set.

```
7
Properties=species:S:1:pos:R:3
C -1.0411 0.8966 -0.0138
C 0.0427 0.0040 0.0271
S -2.5975 0.4615 0.0101
S 1.5361 0.6511 -0.0006
S -0.2606 -1.6900 0.0118
H -0.5610 1.9524 -0.2850
H 0.9817 -2.2404 -0.3844
```

The lowest unoccupied orbital energy is -2.2 eV. As for the SMILES: S=CC(=S)S. The gap between HOMO and LUMO comes out at 7.05 eV. As for the HOMO energy: -0.339 hartree. The spin multiplicity is 1. The calculation puts the molar mass at 122.2 g mol⁻¹.

Quick one: least stable of them? entry P

Entry P
Computed, not measured: a molecular structure, C25H27AsN2O3S2SbSe4Tc, with ωB97M-V with the def2-TZVPD basis set.

```
66
Properties=species:S:1:pos:R:3
Tc 0.1254 0.0849 0.0952
Se 4.3184 2.7891 2.6277
Sb 2.8753 0.8704 2.5530
Se 0.3672 1.2681 2.1467
Se 2.4080 -0.1436 0.1600
Se 3.2526 -0.8348 4.1630
S -0.4849 -0.8246 -2.0894
C -1.9350 -0.3069 -1.2966
N -2.0737 -0.0872 0.0038
C -3.3619 0.3526 0.2962
C -3.8136 0.6524 1.5734
C -5.1311 1.0479 1.7330
C -5.9873 1.1375 0.6348
C -5.5343 0.8466 -0.6424
C -4.2083 0.4671 -0.8110
S -3.3497 0.0444 -2.2741
H -3.1383 0.5485 2.4150
H -5.4992 1.2823 2.7229
H -7.0172 1.4359 0.7791
H -6.2011 0.9039 -1.4929
C -0.3265 4.6326 -1.7259
As 0.0737 3.4324 -0.2783
C 1.8820 3.7772 0.1659
C -1.1874 3.9509 1.0676
O -0.2365 1.8829 -0.8875
H -0.2338 5.6564 -1.3635
H -1.3452 4.4556 -2.0676
H 0.3646 4.4680 -2.5505
H 2.2379 4.5903 -0.4688
H 2.4786 2.8846 -0.0343
H 1.9900 4.0506 1.2165
H -1.6647 4.8809 0.7555
H -0.6987 4.0653 2.0315
H -1.9368 3.1613 1.1289
C -4.3266 -3.8362 -2.7357
C -3.8336 -4.7168 -1.6172
C -3.4939 -6.0373 -1.8879
C -3.0499 -6.8702 -0.8727
C -2.9093 -6.3746 0.4084
C -3.2099 -5.0445 0.6849
N -3.1139 -4.6224 2.0228
C -2.6074 -3.4658 2.6548
C -3.2740 -3.1490 3.8463
C -2.8573 -2.1283 4.6795
C -1.6962 -1.4317 4.3814
C -1.0259 -1.7377 3.2113
C -1.4874 -2.6855 2.2986
C -0.7176 -2.8218 1.0091
O -0.7966 -3.8335 0.3441
O 0.0866 -1.8382 0.6863
C -3.7275 -4.2197 -0.3141
C -4.1456 -2.8208 0.0234
H -4.1989 -4.3349 -3.6964
H -3.7791 -2.8935 -2.7702
H -5.3866 -3.5928 -2.6203
H -3.5778 -6.4113 -2.9012
H -2.7924 -7.9001 -1.0861
H -2.5281 -7.0038 1.2038
H -3.3001 -5.3569 2.6838
H -4.1514 -3.7318 4.1021
H -3.4342 -1.8927 5.5656
H -1.3098 -0.6617 5.0363
H -0.0791 -1.2619 3.0039
H -4.5977 -2.7769 1.0155
H -4.8575 -2.4217 -0.6972
H -3.2800 -2.1577 0.0444
```

The lowest unoccupied orbital energy (spin up / spin down) is 0.5 / 1.7 eV. The gap between HOMO and LUMO (spin up / spin down) comes out at 5.33 / 6.59 eV. As for the HOMO energy (spin up / spin down): -0.179 / -0.180 hartree. As for the charge: -1. The spin multiplicity is 2. The calculation puts the molar mass at 1078.2 g mol⁻¹.

Entry Q
Computed, not measured: a molecular structure, C25H27AsN2O3S2SbSe4Tc, with ωB97M-V with the def2-TZVPD basis set.

```
66
Properties=species:S:1:pos:R:3
Tc -0.5475 -0.3491 0.5467
Se -5.6780 -0.1109 0.5226
Sb -3.8908 -1.6959 0.7195
Se -2.0885 -1.1107 -1.0566
Se -2.1181 -0.8429 2.3611
Se -4.2317 -4.0194 0.8868
S 1.0085 0.1370 -1.3395
C 2.0696 1.3751 -0.7935
N 2.0498 2.0660 0.3107
C 3.0821 2.9779 0.3611
C 3.2960 3.8744 1.4082
C 4.3642 4.7518 1.3477
C 5.2277 4.7501 0.2506
C 5.0249 3.8724 -0.8037
C 3.9522 2.9939 -0.7424
S 3.4172 1.7945 -1.8760
H 2.6211 3.8595 2.2554
H 4.5362 5.4473 2.1606
H 6.0615 5.4396 0.2207
H 5.6923 3.8759 -1.6561
C -0.8155 4.2481 0.8727
As -1.3089 2.5893 1.6863
C -0.3742 2.4993 3.3448
C -3.2049 2.5774 1.9450
O -0.8188 1.5004 0.4686
H -1.0515 5.0744 1.5420
H -1.3584 4.3545 -0.0648
H 0.2540 4.2091 0.6683
H -0.5488 3.4435 3.8616
H 0.6826 2.3485 3.1388
H -0.7495 1.6609 3.9237
H -3.5553 3.6095 1.9688
H -3.4413 2.0530 2.8669
H -3.6807 2.0303 1.1288
C 3.1854 4.1625 5.4873
C 2.4084 2.8788 5.6555
C 1.2594 2.9107 6.4350
C 0.5078 1.7603 6.6148
C 0.9084 0.5850 6.0209
C 2.0694 0.5226 5.2405
N 2.3676 -0.7658 4.7568
C 3.2877 -1.1105 3.7246
C 4.5990 -1.4351 4.0508
C 5.5022 -1.7897 3.0630
C 5.0971 -1.8670 1.7358
C 3.7764 -1.6137 1.4078
C 2.8762 -1.2271 2.3979
C 1.4900 -0.9102 1.9709
O 0.8848 0.1103 2.3509
O 0.9302 -1.6427 1.0799
C 2.8358 1.6868 5.0437
C 4.0964 1.6982 4.2162
H 2.6700 4.9810 5.9889
H 3.3040 4.4375 4.4371
H 4.1882 4.0883 5.9140
H 0.9521 3.8419 6.8960
H -0.3952 1.7805 7.2126
H 0.3221 -0.3175 6.1526
H 1.5183 -1.3071 4.6859
H 4.8957 -1.3966 5.0909
H 6.5257 -2.0195 3.3310
H 5.8028 -2.1450 0.9643
H 3.4190 -1.6906 0.3883
H 4.8849 1.0981 4.6745
H 4.4848 2.7057 4.1063
H 3.9339 1.3073 3.2128
```

The lowest unoccupied orbital energy (spin up / spin down) is 1.6 / 1.6 eV. The gap between HOMO and LUMO (spin up / spin down) comes out at 6.26 / 6.30 eV. As for the HOMO energy (spin up / spin down): -0.173 / -0.173 hartree. As for the charge: -1. The spin multiplicity is 2. The calculation puts the molar mass at 1078.2 g mol⁻¹.

Quick one: least stable of them? entry P